{
  "formula": "C3H2N3O2",
  "method": "the ωB97M-V functional and the def2-TZVPD basis",
  "species": ["C", "C", "C", "N", "N", "N", "O", "O", "H", "H"],
  "xyz": [[-0.61928, 0.29035, 0.44784], [0.00159, -0.26276, -0.63668], [0.50314, 0.61092, 2.43966], [-2.03950, 0.62507, -0.92405], [-1.78344, 0.80323, 0.28431], [1.11345, -0.85917, -1.03923], [0.79850, 0.78803, 3.49328], [-1.00599, -0.08550, -1.56509], [1.99329, -0.48715, -0.65130], [1.03823, -1.42303, -1.84874]],
  "forces_ev_per_a": [[2.1, -0.8, 1.5], [-0.9, 0.1, -1.6], [-1.5, -0.3, -2.2], [-2.3, -0.1, -1.2], [0.3, 1.1, 0.9], [0.6, 1.3, 2.1], [0.3, 0.0, 0.4], [1.6, 0.0, 1.8], [-0.6, -0.9, -0.7], [0.4, -0.4, -0.9]],
  "nbo_charge": [0.349, 0.408, 0.682, 0.187, -0.201, -0.763, -0.321, -0.235, 0.443, 0.450],
  "e_homo_ev": [-15.068, -15.069],
  "gap_ev": [7.2, 7.2],
  "total_charge": 1,
  "energy_ha": -429.766592
}

---

{
  "formula": "C3H7NO",
  "method": "the ωB97M-V functional and the def2-TZVPD basis",
  "species": ["N", "C", "O", "H", "H", "H", "C", "C", "H", "H", "H", "H"],
  "xyz": [[3.24036, -0.01098, -1.00456], [1.87635, -0.01670, -0.98514], [1.16603, 0.74501, -0.37985], [3.72484, 0.67635, -0.44852], [3.67603, -0.91125, -1.11390], [1.45614, -0.77465, -1.67156], [-3.15285, 0.25018, 0.91770], [-1.88346, -0.11914, 1.05986], [-4.00413, -0.41322, 0.94111], [-3.33737, 1.25554, 0.54667], [-1.70415, -1.06402, 1.56072], [-1.05778, 0.38287, 0.57748]],
  "forces_ev_per_a": [[-0.1, -0.1, 0.1], [-0.2, -0.1, -0.3], [0.1, 0.3, 0.0], [-0.1, -0.1, 0.2], [0.2, 0.1, -0.2], [0.0, -0.2, 0.2], [0.6, 0.8, -0.9], [-0.8, -0.9, 0.0], [-0.1, 0.0, 1.0], [-0.2, -0.2, -0.3], [0.3, -0.2, -0.4], [0.2, 0.5, 0.7]],
  "nbo_charge": [-0.827, 0.531, -0.593, 0.397, 0.391, 0.103, -0.397, -0.387, 0.194, 0.183, 0.179, 0.226],
  "e_homo_ev": -9.482,
  "smiles": "NC=O.C=C",
  "gap_ev": 10.4,
  "total_charge": 0,
  "energy_ha": -248.463587
}

---

{
  "formula": "C42H50FI2MoN10O4PSeSi",
  "method": "the ωB97M-V functional and the def2-TZVPD basis",
  "species": ["Mo", "I", "C", "C", "C", "I", "C", "C", "C", "C", "N", "C", "C", "O", "H", "H", "H", "H", "C", "C", "C", "C", "C", "C", "C", "F", "C", "C", "C", "O", "C", "C", "N", "C", "C", "O", "O", "H", "H", "H", "H", "H", "H", "H", "H", "H", "H", "H", "N", "C", "C", "C", "N", "C", "N", "C", "Si", "C", "C", "Se", "H", "H", "H", "H", "H", "H", "H", "H", "H", "C", "C", "N", "C", "C", "C", "C", "N", "H", "H", "H", "H", "H", "H", "H", "H", "H", "H", "H", "H", "H", "H", "C", "N", "C", "N", "C", "N", "C", "P", "C", "C", "H", "H", "H", "H", "H", "H", "H", "H", "H", "H", "H", "H"],
  "xyz": [[-0.23990, 1.28739, -0.66268], [-3.41963, 4.90550, -2.71041], [-2.70940, 4.79028, -0.76407], [-3.08351, 5.73903, 0.20808], [-2.58771, 5.69779, 1.48320], [-3.19940, 7.14909, 2.85099], [-1.66545, 4.68515, 1.85695], [-1.03484, 4.54343, 3.11183], [-0.13630, 3.53230, 3.30917], [0.13788, 2.62834, 2.27054], [-0.45123, 2.71656, 1.10155], [-1.32491, 3.73276, 0.87925], [-1.83493, 3.77217, -0.44408], [-1.42291, 2.86139, -1.28479], [-3.77525, 6.52032, -0.07630], [-1.25820, 5.24812, 3.90190], [0.37429, 3.41597, 4.25444], [0.85249, 1.82652, 2.39015], [1.85339, -2.98823, 5.92896], [3.15746, -2.82820, 5.16707], [4.02136, -4.07512, 5.28240], [5.38175, -3.82071, 4.65837], [5.23183, -3.27824, 3.26100], [6.26661, -3.39317, 2.35684], [6.11744, -2.93120, 1.05690], [7.15594, -3.06281, 0.21086], [4.94929, -2.37585, 0.61808], [3.88919, -2.24840, 1.51679], [2.61776, -1.68183, 1.01073], [2.45182, -1.47066, -0.18724], [1.60854, -1.49347, 2.02929], [1.82404, -1.94531, 3.29555], [2.95432, -2.52668, 3.73117], [4.02938, -2.67823, 2.84177], [0.31075, -0.80377, 1.78344], [-0.68517, -1.06158, 2.45837], [0.35400, 0.15486, 0.92588], [2.09184, -3.29745, 6.94593], [1.22460, -3.75781, 5.47775], [1.28191, -2.06451, 5.99988], [3.71779, -1.98800, 5.59467], [3.51542, -4.90615, 4.78254], [4.12448, -4.33737, 6.33556], [5.97482, -4.73547, 4.62932], [5.93719, -3.10733, 5.27493], [7.20109, -3.85630, 2.64800], [4.82056, -2.03711, -0.40033], [1.02372, -1.83243, 4.00994], [-0.13665, 1.46304, -2.78836], [-0.41874, 1.72087, -3.88553], [-0.76116, 1.98882, -5.19283], [-2.13538, 2.19418, -5.47855], [-3.25464, 2.34807, -5.71238], [0.23550, 2.03781, -6.19915], [1.05600, 2.06099, -7.00820], [3.05642, 2.36881, -3.94816], [2.61410, 3.38339, -2.44237], [1.22096, 4.58451, -2.77997], [4.11699, 4.36334, -1.90275], [2.17862, 2.01290, -0.66890], [3.44761, 3.00136, -4.74922], [2.19808, 1.83177, -4.35656], [3.81836, 1.63255, -3.68639], [1.58105, 5.37922, -3.43909], [0.88241, 5.04364, -1.84840], [0.35471, 4.11944, -3.25573], [4.48440, 4.97850, -2.72849], [4.92725, 3.70689, -1.58122], [3.86553, 5.02348, -1.07059], [-3.73487, -1.71013, 2.08174], [-4.00840, -0.20744, 2.10038], [-4.39866, 0.34609, 0.80372], [-5.82609, 0.38059, 0.48484], [-6.34841, -0.89861, -0.15911], [-3.45973, 0.67597, -0.10630], [-3.91747, 1.26001, -1.41066], [-2.18764, 0.50216, 0.11398], [-3.13556, -1.99484, 2.94471], [-3.16657, -1.98606, 1.19226], [-4.66046, -2.28469, 2.08562], [-3.12848, 0.32770, 2.46097], [-4.81446, 0.02471, 2.79660], [-6.02819, 1.23653, -0.15567], [-6.35395, 0.56951, 1.42009], [-5.81440, -1.12025, -1.08403], [-7.40665, -0.79401, -0.39956], [-6.23501, -1.75257, 0.50734], [-4.38311, 2.23374, -1.25010], [-4.64945, 0.61691, -1.89847], [-3.07294, 1.40951, -2.07241], [-1.97332, 0.04153, 0.99687], [-0.65912, -2.74964, -4.27417], [-1.82979, -2.55019, -3.41579], [-1.85105, -3.60519, -2.40661], [-0.63133, -3.68603, -1.61008], [0.51170, -3.84439, -2.51480], [0.60301, -2.80969, -3.54186], [0.96500, -1.51152, -2.97365], [-0.30750, -0.97313, -1.75440], [-1.81837, -1.22532, -2.79768], [-0.46982, -2.51312, -0.74936], [-0.61144, -1.94310, -5.00776], [-0.79137, -3.69482, -4.80403], [-1.98390, -4.56002, -2.91927], [-2.70207, -3.44555, -1.74043], [0.40734, -4.80935, -3.01521], [1.43184, -3.84712, -1.92929], [1.04053, -0.76693, -3.76776], [1.92571, -1.57002, -2.46460], [-1.86977, -0.46328, -3.57603], [-2.70256, -1.11946, -2.16582], [-1.32997, -2.42042, -0.08105], [0.42107, -2.63523, -0.14040]],
  "forces_ev_per_a": [[-0.4, 0.2, 0.1], [0.0, 0.0, 0.0], [0.0, 0.0, 0.0], [0.0, 0.0, 0.0], [0.0, 0.0, 0.0], [0.0, 0.0, 0.0], [0.0, 0.0, 0.0], [0.0, 0.0, 0.0], [0.0, 0.0, 0.0], [0.0, 0.0, 0.0], [0.0, 0.0, 0.0], [0.0, 0.0, 0.0], [0.0, 0.0, 0.0], [0.2, -0.1, 0.1], [0.0, 0.0, 0.0], [0.0, 0.0, 0.0], [0.0, 0.0, 0.0], [0.0, 0.0, 0.0], [0.0, 0.0, 0.0], [0.0, 0.0, 0.0], [0.0, 0.0, 0.0], [0.0, 0.0, 0.0], [0.0, 0.0, 0.0], [0.0, 0.0, 0.0], [0.0, 0.0, 0.0], [0.0, 0.0, 0.0], [0.0, 0.0, 0.0], [0.0, 0.0, 0.0], [0.0, -0.1, -0.1], [0.0, 0.0, 0.1], [0.0, 0.0, 0.0], [0.0, 0.0, 0.0], [0.0, 0.0, 0.0], [0.0, 0.0, 0.0], [-0.2, 0.2, 0.3], [0.0, 0.0, -0.1], [0.4, 0.1, -0.5], [0.0, 0.0, 0.0], [0.0, 0.0, 0.0], [0.0, 0.0, 0.0], [0.0, 0.0, 0.0], [0.0, 0.0, 0.0], [0.0, 0.0, 0.0], [0.0, 0.0, 0.0], [0.0, 0.0, 0.0], [0.0, 0.0, 0.0], [0.0, 0.0, 0.0], [0.0, 0.0, 0.0], [-0.2, 0.0, 0.1], [0.3, -0.1, 0.0], [-0.1, 0.0, 0.1], [0.1, 0.0, -0.1], [0.0, 0.0, 0.1], [-0.1, 0.0, 0.0], [0.0, 0.0, 0.0], [-0.1, 0.0, 0.0], [0.0, 0.1, 0.0], [-0.1, 0.0, 0.0], [0.0, 0.0, 0.0], [0.0, -0.2, -0.1], [0.0, 0.0, 0.0], [0.1, 0.0, 0.0], [0.0, 0.0, 0.0], [0.0, 0.0, 0.0], [0.0, 0.0, 0.0], [0.1, 0.0, 0.1], [0.0, 0.0, 0.0], [0.0, 0.0, 0.0], [0.0, 0.0, 0.0], [0.0, 0.0, 0.0], [0.0, 0.0, 0.0], [-0.1, 0.0, 0.0], [0.0, 0.0, 0.0], [0.0, 0.0, 0.0], [0.0, 0.0, -0.1], [0.0, 0.0, 0.0], [0.0, 0.0, 0.0], [0.0, 0.0, 0.0], [0.0, 0.0, 0.0], [0.0, 0.0, 0.0], [0.0, 0.0, 0.0], [0.0, 0.0, 0.0], [0.0, 0.0, 0.0], [0.0, 0.0, 0.0], [0.0, 0.0, 0.0], [0.0, 0.0, 0.0], [0.0, 0.0, 0.0], [0.0, 0.0, 0.0], [0.0, 0.0, 0.0], [0.0, 0.0, 0.0], [0.0, 0.0, 0.0], [0.0, 0.0, 0.0], [0.0, 0.0, 0.0], [0.0, 0.0, 0.0], [0.0, 0.0, 0.0], [0.0, 0.0, 0.0], [0.0, 0.0, 0.0], [0.0, 0.0, 0.0], [0.0, -0.1, 0.0], [0.0, 0.0, 0.0], [0.0, 0.0, 0.0], [0.0, 0.0, 0.0], [0.0, 0.0, 0.0], [0.0, 0.0, 0.0], [0.0, 0.0, 0.0], [0.0, 0.0, 0.0], [0.0, 0.0, 0.0], [0.0, 0.0, 0.0], [0.0, 0.0, 0.0], [0.0, 0.0, 0.0], [0.0, 0.0, 0.0], [0.0, 0.0, 0.0], [0.0, 0.0, 0.0]],
  "lowdin_spin": [1.624, 0.003, 0.014, -0.002, 0.014, 0.002, -0.001, 0.008, -0.002, 0.010, -0.004, 0.001, -0.003, 0.038, 0.000, 0.001, 0.000, 0.001, 0.000, 0.000, 0.000, 0.000, 0.000, 0.000, 0.000, 0.000, 0.000, 0.000, 0.001, 0.001, 0.000, 0.001, 0.001, 0.000, 0.005, 0.008, 0.029, 0.000, 0.000, 0.000, 0.000, 0.000, 0.000, 0.000, 0.000, 0.000, 0.000, 0.000, 0.005, 0.028, 0.012, 0.002, 0.004, 0.002, 0.004, 0.007, 0.023, 0.001, 0.001, 0.122, 0.001, 0.000, 0.000, 0.000, 0.000, 0.000, 0.000, 0.000, 0.000, 0.000, 0.001, 0.011, 0.001, 0.001, 0.012, 0.002, 0.005, 0.000, 0.000, 0.000, 0.000, 0.000, 0.000, 0.000, 0.000, 0.000, 0.000, 0.000, 0.000, 0.001, 0.001, 0.000, 0.001, 0.000, -0.003, 0.000, 0.002, 0.004, -0.001, 0.003, -0.004, 0.000, 0.000, 0.000, 0.000, 0.000, 0.000, 0.000, 0.000, 0.000, 0.000, 0.000, 0.000],
  "e_homo_ev": [-7.326, -7.682],
  "gap_ev": [6.9, 6.8],
  "total_charge": 0,
  "energy_ha": -6274.908473,
  "spin_multiplicity": 3
}

---

{
  "formula": "C41H45InO6Si",
  "method": "the ωB97M-V functional and the def2-TZVPD basis",
  "species": ["C", "C", "C", "C", "H", "H", "C", "H", "H", "C", "H", "H", "C", "C", "C", "O", "O", "O", "O", "C", "H", "H", "H", "C", "H", "H", "H", "O", "H", "H", "C", "C", "H", "H", "H", "H", "H", "H", "In", "C", "C", "C", "H", "C", "C", "H", "H", "H", "H", "C", "C", "C", "H", "C", "C", "H", "H", "H", "H", "O", "Si", "C", "C", "C", "C", "C", "C", "C", "C", "C", "C", "C", "C", "C", "C", "C", "C", "C", "C", "H", "H", "H", "H", "H", "H", "H", "H", "H", "H", "H", "H", "H", "H", "H"],
  "xyz": [[-0.97149, -6.38159, -3.55297], [-0.68844, -4.86992, -3.45882], [-0.32242, -7.03670, -2.31393], [0.70689, -6.01127, -1.83323], [0.16253, -7.96391, -2.64301], [-1.09507, -7.27601, -1.57352], [0.69177, -4.80549, -2.79986], [-1.44735, -4.43055, -2.79820], [-0.73416, -4.38611, -4.44068], [0.99611, -3.59481, -1.92986], [1.47167, -4.91536, -3.56795], [1.71272, -6.45749, -1.85499], [0.49462, -5.35750, -0.42840], [-2.43887, -6.71634, -3.75913], [-0.40386, -7.00400, -4.83052], [0.24583, -8.03683, -4.87744], [-3.36380, -5.95840, -3.50003], [-2.62469, -7.93247, -4.31520], [-0.75010, -6.34712, -5.94825], [-0.40068, -7.08850, -7.12419], [-0.73406, -6.47685, -7.95723], [-0.91441, -8.05147, -7.11057], [0.68429, -7.25626, -7.15547], [-4.00529, -8.17899, -4.57423], [-4.61385, -7.97432, -3.68493], [-4.07538, -9.22466, -4.87574], [-4.34759, -7.52627, -5.38756], [0.67036, -3.90222, -0.56727], [0.45722, -2.67924, -2.21694], [2.08134, -3.36864, -1.96002], [1.57081, -5.90955, 0.50474], [-0.89183, -5.57955, 0.18757], [-1.05128, -6.64292, 0.41894], [-1.69810, -5.23104, -0.47056], [-0.95836, -5.02217, 1.13068], [1.55332, -5.39489, 1.46996], [2.56129, -5.77557, 0.04604], [1.39980, -6.98394, 0.67124], [0.70899, -0.78143, 1.23571], [2.39457, 1.39493, -0.19569], [2.45373, 0.05285, -0.69083], [1.52036, -0.03506, -1.78037], [3.18400, -0.71280, -0.42151], [0.89307, 1.21602, -1.91754], [1.43337, 2.10300, -0.94753], [1.18334, 3.15582, -0.82566], [3.01104, 1.82256, 0.59235], [1.36935, -0.90950, -2.40829], [0.14019, 1.47292, -2.66052], [-2.11464, -0.27822, 1.17324], [-2.26395, 1.07572, 0.77727], [-2.11173, 1.14806, -0.62883], [-2.49251, 1.90926, 1.44027], [-1.85577, -0.15524, -1.11398], [-1.84500, -1.05411, -0.00986], [-1.73969, -2.13949, -0.07119], [-2.28125, -0.66055, 2.18115], [-2.18440, 2.05264, -1.23107], [-1.71460, -0.43598, -2.15630], [0.49730, 1.16230, 2.06605], [0.68433, 2.48325, 2.95077], [2.40439, 3.21685, 2.78947], [2.61574, 4.46307, 2.18540], [3.91066, 4.97512, 2.03954], [5.00776, 4.24697, 2.50797], [4.79863, 3.00513, 3.11936], [3.50620, 2.48121, 3.23281], [-0.36774, 3.95881, 2.52003], [-0.92584, 4.16595, 1.25800], [-1.63648, 5.34814, 1.00313], [-1.77646, 6.32330, 1.99613], [-1.17957, 6.13489, 3.24556], [-0.46142, 4.96176, 3.49554], [0.24815, 2.10812, 4.72302], [-0.96503, 2.50624, 5.29791], [-1.24166, 2.21086, 6.63831], [-0.33038, 1.46594, 7.39317], [0.84841, 1.00747, 6.79479], [1.12064, 1.30224, 5.45630], [1.76524, 5.04820, 1.82695], [4.04920, 5.94123, 1.55704], [6.01928, 4.64022, 2.38038], [5.64177, 2.43650, 3.50681], [3.36971, 1.49365, 3.67923], [-0.80793, 3.40450, 0.48157], [-2.07502, 5.50377, 0.01631], [-2.34892, 7.23379, 1.79841], [-1.26025, 6.88863, 4.02913], [0.01693, 4.82488, 4.47182], [-1.69867, 3.06917, 4.71348], [-2.16736, 2.56957, 7.08344], [-0.55083, 1.21783, 8.43336], [1.56426, 0.41659, 7.36440], [2.02258, 0.90015, 4.98862]],
  "forces_ev_per_a": [[-0.1, -0.3, -1.1], [-0.3, -0.1, 0.2], [-0.2, -0.1, -0.3], [0.5, 0.6, 0.3], [-0.2, 0.2, 0.3], [0.3, 0.1, -0.1], [-0.1, -0.3, -0.2], [0.1, 0.0, -0.2], [-0.1, 0.0, 0.3], [0.6, 0.5, 0.4], [-0.2, 0.0, 0.1], [-0.3, 0.1, 0.1], [0.0, 0.4, 0.2], [-1.3, 1.7, 0.8], [1.4, -1.1, 0.1], [-0.5, 1.1, 0.1], [1.3, -1.2, -0.3], [-0.3, 0.3, 0.4], [0.0, -0.2, 0.1], [0.2, 0.2, -0.1], [0.0, 0.0, 0.0], [0.1, 0.1, -0.1], [-0.4, 0.0, -0.1], [-0.4, -0.2, -0.2], [0.2, -0.1, -0.3], [0.0, 0.1, 0.1], [0.0, -0.2, 0.2], [-0.4, -1.8, -0.8], [0.1, -0.4, 0.1], [-0.4, 0.0, -0.1], [0.1, 0.2, 0.2], [0.1, 0.0, 0.1], [0.0, 0.2, 0.0], [0.2, 0.0, 0.1], [0.1, 0.0, -0.3], [0.0, 0.0, -0.1], [-0.2, 0.0, 0.2], [0.1, 0.2, -0.1], [0.0, -0.2, 0.1], [0.2, -0.1, -0.6], [-0.1, 0.5, -0.3], [0.3, 0.4, 0.2], [-0.2, 0.2, 0.0], [0.5, 0.1, -0.1], [0.4, -0.5, -0.2], [-0.1, -0.2, 0.1], [-0.2, -0.2, -0.1], [-0.1, 0.3, 0.1], [0.1, -0.1, 0.3], [-0.3, 0.2, -0.5], [-0.4, -0.6, -0.2], [-0.2, -0.4, 0.3], [0.2, -0.2, -0.1], [-0.3, -0.1, 0.5], [-0.3, 0.6, -0.1], [0.0, 0.3, 0.1], [0.2, 0.1, -0.2], [0.1, -0.2, 0.1], [0.1, 0.1, 0.2], [0.3, 1.3, 1.1], [-0.5, -1.6, -1.9], [0.1, 0.1, 0.2], [0.5, 0.0, 0.1], [-0.1, -0.3, 0.1], [-0.2, -0.1, 0.0], [-0.2, 0.0, -0.1], [0.7, 0.5, 0.0], [0.0, 0.3, 0.2], [-0.3, 0.4, 0.0], [0.1, -0.1, 0.1], [0.0, -0.1, 0.0], [0.2, -0.2, 0.0], [-0.5, 0.5, -0.3], [-0.1, -0.1, 0.1], [0.1, -0.1, 0.7], [0.2, -0.2, -0.2], [0.1, 0.0, -0.2], [-0.1, 0.0, -0.1], [-0.2, 0.1, 0.7], [0.3, -0.2, 0.1], [0.1, -0.2, 0.1], [-0.3, -0.1, 0.1], [-0.1, 0.1, -0.1], [0.1, 0.3, -0.2], [-0.1, 0.1, 0.3], [0.1, 0.0, 0.2], [0.2, -0.3, 0.0], [0.0, -0.1, -0.2], [-0.2, 0.1, -0.4], [0.3, -0.2, 0.2], [0.1, -0.1, 0.0], [0.1, 0.1, -0.2], [-0.2, 0.0, 0.0], [-0.3, 0.2, 0.2]],
  "lowdin_charge": [-0.240, -0.035, -0.034, -0.171, 0.120, 0.116, -0.208, 0.141, 0.134, -0.137, 0.151, 0.143, -0.487, -0.411, -0.439, 0.097, 0.123, -0.029, -0.019, -0.040, 0.091, 0.096, 0.099, -0.046, 0.098, 0.091, 0.102, -0.136, 0.114, 0.133, -0.029, -0.019, 0.077, 0.091, 0.097, 0.089, 0.087, 0.085, 0.709, -0.226, -0.321, -0.226, 0.052, -0.199, -0.178, 0.067, 0.066, 0.045, 0.070, -0.285, -0.207, -0.197, 0.067, -0.214, -0.285, 0.051, 0.065, 0.067, 0.067, -0.473, 0.401, -0.205, -0.076, -0.099, -0.119, -0.102, -0.099, -0.245, -0.072, -0.086, -0.123, -0.111, -0.128, -0.201, -0.091, -0.104, -0.124, -0.105, -0.083, 0.098, 0.089, 0.085, 0.088, 0.090, 0.088, 0.095, 0.084, 0.086, 0.105, 0.103, 0.088, 0.084, 0.088, 0.087],
  "e_homo_ev": 0.057,
  "gap_ev": 3.3,
  "total_charge": -2,
  "energy_ha": -2520.410817
}

---

ΔE to the lowest compared entry with this formula, charge and spin values, unit kcal/mol, following the record order: 89.5 39.5 0.0 0.0.